39
Properties=species:S:1:pos:R:3 method="wB97M-V/def2-TZVPD" e_homo_ev=-8.22 lumo_ev=0.4 homo_lumo_gap_ha=0.316 charge=0 smiles="CN1CCN(C(=O)[C@H]2CC(c3ccc(F)cc3)=NO2)CC1" fmax_ev_per_a=1.062
C -3.662 -2.684 0.464
N -3.505 -1.602 -0.483
C -2.141 -1.374 -0.911
C -1.298 -0.620 0.136
N -1.951 0.628 0.461
C -1.596 1.878 0.107
O -2.284 2.849 0.375
C -0.250 2.117 -0.585
C 0.978 1.879 0.306
C 1.803 1.000 -0.614
C 3.132 0.506 -0.316
C 3.808 -0.275 -1.258
C 5.075 -0.752 -0.995
C 5.665 -0.444 0.220
F 6.902 -0.907 0.483
C 5.020 0.325 1.172
C 3.752 0.800 0.899
N 1.190 0.716 -1.697
O -0.040 1.285 -1.746
C -3.292 0.410 0.977
C -4.117 -0.354 -0.072
H -3.173 -2.519 1.435
H -3.252 -3.592 0.024
H -4.726 -2.838 0.640
H -1.672 -2.332 -1.142
H -2.169 -0.771 -1.823
H -0.293 -0.474 -0.243
H -1.230 -1.213 1.056
H -0.293 3.154 -0.940
H 1.493 2.806 0.555
H 0.728 1.357 1.233
H 3.318 -0.492 -2.194
H 5.610 -1.354 -1.713
H 5.512 0.545 2.106
H 3.244 1.401 1.638
H -3.738 1.383 1.183
H -3.223 -0.162 1.907
H -5.116 -0.557 0.317
H -4.211 0.276 -0.962

***

10
Properties=species:S:1:pos:R:3 method="wB97M-V/def2-TZVPD" e_homo_ev="-7.59 / -7.59" lumo_ev="-1.2 / -1.2" homo_lumo_gap_ha="0.234 / 0.234" charge=0 relative_energy_kcal_mol=67.9 fmax_ev_per_a=3.606
N -0.940 0.934 -0.364
O -1.993 -1.153 0.838
O 0.891 -1.293 0.196
P 2.181 -0.406 0.121
P -1.666 -0.564 -0.519
H -1.003 1.373 -1.356
H -0.022 1.026 0.199
H -1.412 -1.054 1.575
H 1.863 1.098 0.535
H 2.100 0.038 -1.224

***

23
Properties=species:S:1:pos:R:3 method="wB97M-V/def2-TZVPD" e_homo_ev=-6.90 lumo_ev=-0.6 homo_lumo_gap_ha=0.232 charge=0 relative_energy_kcal_mol=106.7 fmax_ev_per_a=5.031
C -1.812 1.848 -0.435
C -2.561 0.645 -0.754
C 0.228 -0.549 -0.740
C -0.773 -2.312 0.423
C 2.084 1.178 0.929
N -0.700 1.964 0.036
N -2.144 -0.563 -0.491
N -0.919 -0.992 -0.227
N 0.307 0.296 -1.831
O 3.297 -1.215 1.128
O 1.073 -0.817 2.155
O 1.364 -1.121 -0.277
S 1.998 -0.572 1.131
H -2.487 2.635 -0.679
H -3.556 0.799 -0.966
H 0.149 -2.710 -0.016
H -0.739 -2.131 1.480
H -1.549 -2.889 0.106
H 1.088 1.692 0.645
H 2.346 1.554 1.930
H 3.023 1.464 0.285
H -0.579 0.675 -2.202
H 0.863 1.122 -1.630

***

Number 1: DFT total energy -27128.51522 eV. Number 2: DFT total energy -24242.12547 eV. Number 3: DFT total energy -28279.33688 eV.